Record 1
Computed, not measured: a 9-piece molecular cluster, C45H45N9 overall, with the ωB97M-V functional and the def2-TZVPD basis.

Structure (XYZ):
```
99
Properties=species:S:1:pos:R:3:forces:R:3
H -9.819840 -0.291910 3.449541 -0.1875 0.0898 0.5737
C -7.563513 -2.681660 2.844650 0.4727 0.2004 -0.2902
H -5.133155 1.446412 -5.668840 0.0547 -0.1807 -0.4880
H 12.794586 -4.847731 5.389529 0.2318 -0.0056 -0.1369
H -6.586445 -2.785835 2.396459 0.0340 -0.2476 -0.1636
H 10.382632 -1.852182 7.210801 -0.1685 0.0842 0.0245
H -6.829514 5.235660 -4.634708 -0.0263 0.1002 0.0240
C -5.859878 3.331182 -5.043436 -1.1540 0.5017 -1.4922
C -3.643321 -9.964776 -0.718358 -1.6360 1.0541 0.3704
H 2.717708 0.257585 0.080783 -0.0797 0.3019 -0.0432
H -6.940536 -11.040557 -2.261764 -0.1034 -0.0812 0.0890
C 0.612375 0.063364 -0.381828 -0.4641 -1.3919 -0.9340
C 0.244005 8.605142 -2.508462 -0.0591 0.6478 -0.0402
H 9.092792 -1.694041 5.179613 -0.2002 -0.1381 -0.5924
H 5.088415 -9.310731 -5.400953 -0.1674 -0.0432 -0.3474
H 9.676882 3.926577 1.503850 0.1377 0.0568 0.3323
N -4.301863 -9.100572 -1.543928 0.5101 -0.9312 -0.3038
C 0.863973 10.937356 -2.580527 -0.9052 -1.0590 0.2259
H 6.431097 -4.679144 -4.641827 0.1983 0.0986 -0.4669
N -7.840332 3.027318 -6.999493 0.3105 1.2174 0.5696
H 9.671536 -3.223141 3.224115 0.0423 -0.3589 -0.2515
C 10.244592 -3.281323 4.137689 0.3381 1.2488 0.3495
C -9.425594 -3.571498 3.999071 -1.3915 2.7564 -0.4557
C -5.889615 5.469284 4.238362 -0.5609 -0.1528 -0.1333
C -8.263845 -3.775004 3.321200 0.8997 -0.0705 0.0935
H -5.513397 5.387940 3.229282 0.1339 0.2312 -0.0652
H -7.389219 5.526205 7.751838 -0.6806 -0.3108 -0.0539
H 6.100145 -8.679517 -3.165039 -0.1367 -0.1876 -0.1675
H -5.049382 3.411002 -4.334117 -0.2187 0.2901 0.2823
C 9.923426 -2.383979 5.158649 0.3627 -0.6888 1.7256
C -9.315207 -1.240655 3.557415 -1.3906 -2.5255 -0.3584
H -7.499098 -0.577155 2.582659 -0.1362 0.1756 -0.0023
N 11.289769 -4.096790 4.203682 0.0413 -0.2852 0.7769
C 6.172536 -5.709304 -4.837581 -0.8476 -0.5530 1.6537
H -0.742342 12.180896 -1.844911 -0.0278 0.1583 -0.2367
H -5.969769 -8.896729 -2.822832 0.3691 0.3202 -0.1820
H -5.810241 -12.486355 -0.526760 -0.4874 0.0727 0.1620
H 3.270597 -2.015635 -0.592281 -0.0045 -0.1660 0.1542
C 2.246378 -1.676349 -0.639749 -1.8741 -1.1278 -1.5127
H 6.848741 5.804115 -1.101572 0.0557 0.0399 -0.2348
H 6.696886 -6.287499 -2.807323 0.0922 0.0936 0.0344
H -6.865332 1.315720 -7.581626 -0.1221 -0.2556 0.0947
H -2.229853 10.368838 -1.317842 -0.0803 -0.1733 0.2013
C -4.198846 -11.154570 -0.272083 -0.1520 0.3191 -0.6190
C 1.930128 -0.361624 -0.322578 0.0593 -0.4904 0.4538
C 7.946436 7.152998 0.231972 2.6284 -3.1661 0.9417
C -6.859349 2.111968 -6.851992 -0.6592 1.3738 0.1226
C -5.131931 5.018994 5.305993 -0.4629 -0.2543 1.2311
C 12.013165 -4.103474 5.346313 -0.0089 0.1568 -0.4850
N -0.967486 8.821698 -1.960543 0.8294 1.8213 -0.2761
C -7.206529 5.893965 4.461096 0.3359 -1.0068 1.9672
H 1.446141 11.818570 -2.806215 0.5165 -0.3032 -0.1035
C 1.206404 -2.536010 -1.150213 -0.1463 1.8798 0.6998
H 7.563819 8.096270 -0.128935 -0.2332 -0.0978 0.0054
H -7.873093 -4.778388 3.237905 0.1399 -0.0365 -0.0326
C 5.354613 -8.276243 -5.241651 -0.2181 1.3032 1.6267
C -0.424908 11.176864 -2.084797 0.6428 0.1858 0.5349
H 12.339689 -3.371013 7.368177 0.2805 0.0678 -0.1425
H -5.072446 4.736777 7.469503 -0.0256 -0.0465 0.0274
H -3.671918 -11.796835 0.418026 0.0004 0.0575 0.0997
N 4.999415 -7.359250 -6.183451 1.5450 -0.6863 1.5527
C 5.462391 -6.108149 -5.950571 0.4075 -0.6163 -0.6757
C 6.289119 -6.607198 -3.754907 -0.0794 -0.8409 -0.8700
C -1.252921 10.144457 -1.719903 0.1616 -1.6720 -0.6876
C -7.016761 5.392672 6.746928 1.4076 0.9318 -1.0517
H 0.354806 1.057962 -0.048902 -0.2721 0.0455 -0.0709
C -5.858263 2.215820 -5.889349 -0.3882 0.7697 1.0279
H 10.211241 6.230256 2.493116 0.1590 -0.1097 -0.0711
N -7.751815 5.809937 5.696646 0.1020 0.2353 -0.0394
H -1.008742 -2.554315 -1.434210 0.2093 -0.3769 -0.6235
H 1.375707 -3.578568 -1.375625 0.1294 0.0242 -0.1087
H -4.155214 4.580475 5.164107 0.1892 0.2413 -0.1851
H -8.651064 4.885572 -6.370013 0.0036 -0.0273 -0.1303
C -5.428919 -9.536272 -2.141010 0.4834 -0.3295 1.5052
C 10.639164 -2.474207 6.365999 1.1791 0.2705 -0.8499
H 8.068834 3.676433 -0.272824 -0.3585 0.1314 -0.1436
C 11.809699 -3.261221 6.433584 -2.0998 -0.3504 -0.4178
C -6.847191 4.350014 -5.252530 0.4528 -0.9153 -0.0309
H 2.210112 9.369337 -3.185616 -0.0670 -0.3416 -0.0032
C 1.236802 9.592435 -2.774150 -1.3577 0.9371 0.1555
C -5.440198 -11.503509 -0.778714 0.5229 -0.8748 -0.6073
H -7.883411 6.225094 3.687421 0.1429 0.0751 -0.1760
N 8.928306 7.232906 1.198673 -1.0635 -0.9921 -0.5907
C 9.184398 4.828737 1.172249 -0.6393 -0.3279 -0.9519
N -0.383942 -0.740796 -0.853519 0.6957 1.1422 0.4150
C -7.845975 4.180354 -6.225438 1.7500 -2.8740 0.0223
C 8.219704 4.668150 0.127357 1.1859 2.4592 0.9797
N -10.048423 -2.310471 4.033857 2.0693 -0.5764 0.0882
H -2.788235 -9.598468 -0.169677 0.4294 0.2598 -0.5224
H 0.392482 7.586643 -2.835603 0.3452 -0.2033 0.2299
H -9.873014 -4.448866 4.442280 -0.7339 0.3655 0.2039
C -8.079023 -1.409258 2.953732 0.2261 -0.1300 0.3429
C 9.515418 6.077176 1.681456 -1.8361 1.2329 -1.5482
C 7.633257 5.856238 -0.361143 -0.0355 0.7726 1.2806
H 5.378796 -5.429385 -6.786452 -0.4397 0.2121 -0.0118
C -0.110446 -1.980132 -1.261640 1.7434 0.1581 1.5675
C -6.027623 -10.737297 -1.770833 0.0639 0.1357 0.0106
C 5.926887 -7.950157 -3.942470 -0.3537 1.2209 -2.3264
C -5.667028 5.032374 6.617738 -0.5814 0.0550 -1.5240
```
Forces are in eV/Å.

Properties
2S+1: 1
Charge: 0
Energy above the lowest of the compared OMol25 structures with the same formula, charge and spin in kJ/mol: 333.86
SMILES string: c1ccncc1.c1ccncc1.c1ccncc1.c1ccncc1.c1ccncc1.c1ccncc1.c1ccncc1.c1ccncc1.c1ccncc1

=====

Record 2
Computed, not measured: C43H37F11KN7O4 as an isolated structure, with the ωB97M-V functional and the def2-TZVPD basis.

Structure (XYZ):
```
103
Properties=species:S:1:pos:R:3:forces:R:3
C -0.433283 2.296587 -3.755324 -0.0588 -0.1064 -0.1485
F -0.472602 3.985555 6.776045 0.0758 -0.0452 -0.0616
H -2.728751 -0.848967 -1.357465 0.0321 -0.0267 -0.0438
H 2.074501 -0.583876 -5.148729 0.0569 -0.0158 0.0118
H -3.962411 -1.137603 -0.119872 -0.0323 0.0914 -0.0147
H 5.916015 -1.583143 -2.388982 -0.0345 -0.0175 0.0084
C 0.107981 3.185849 5.851461 0.0666 -0.0115 0.0854
F 1.371198 3.445725 -0.853715 -0.0659 0.0118 -0.0597
H 3.467822 0.444435 -4.940792 -0.0119 -0.0476 0.0623
N -0.795485 1.088656 2.890638 -0.2188 -0.0378 -0.0116
C -0.685187 2.588634 4.893434 -0.0986 -0.0091 -0.0299
C 0.201768 -3.010293 1.796224 -0.0051 0.0431 -0.1034
H 2.480557 -2.846506 6.493486 -0.0506 0.0979 0.0093
C 2.930077 -0.402073 -4.495599 -0.0737 0.0602 -0.1733
H 4.442547 -3.272308 -3.183428 -0.0074 0.0095 0.0018
H 4.711088 -1.805787 -1.119915 -0.0416 -0.0425 0.0599
C 4.888149 -1.060416 2.043833 0.0026 -0.0318 0.2246
H -2.476519 2.261261 2.346636 0.0433 0.0431 0.0135
C -2.801525 0.202796 1.790017 -0.1355 -0.0968 0.0651
F 2.681556 3.329260 -5.384349 -0.0071 -0.0177 0.0185
H 4.831618 -1.389363 -4.842601 -0.0190 -0.0065 0.0120
H 0.660955 -1.383316 7.500881 -0.0060 -0.0076 -0.0053
C 2.619031 -1.994061 1.768212 -0.0748 0.0846 -0.1057
H 0.054466 -2.402067 6.205952 -0.0224 -0.0518 -0.0306
H -1.478696 -0.779004 -4.626168 -0.0408 0.0219 -0.0443
O -0.354011 -4.005686 2.282202 -0.0058 -0.2259 0.1979
C 3.995459 -2.279177 -3.081422 -0.0315 -0.1874 0.0517
C 3.057960 0.283705 -2.109967 -0.0810 0.3568 0.0340
H -2.327685 0.912038 -2.224178 0.0505 0.0220 0.0266
C 1.044740 3.137925 -2.121618 0.2808 -0.0100 0.0594
C 0.728095 -1.579880 6.428942 0.0118 0.0196 0.1273
H -4.132146 1.308996 -0.456969 0.0114 0.0328 -0.0498
H 5.001948 0.578454 -1.344129 -0.0036 -0.0294 -0.0255
O 2.744489 -1.947186 0.544202 0.0558 -0.1013 -0.0363
C -2.025672 -3.542062 -2.726357 0.2106 0.0988 0.0950
C -3.049286 1.475391 -0.285277 0.0259 -0.0532 0.0261
H 4.899860 -1.897089 6.760245 -0.0131 0.0277 -0.0063
H -2.709404 -4.371687 -2.609065 -0.0289 -0.0003 -0.0182
C 2.184702 -1.866829 6.085284 0.0692 -0.0610 -0.0236
C -1.336167 -1.534724 -3.863797 0.0436 0.0374 0.0075
C -2.222269 1.261451 2.723093 -0.1481 -0.0527 -0.0597
C -0.190227 1.709050 3.872839 0.2116 0.0473 0.0187
C -0.127951 -2.256790 -2.074379 -0.0684 -0.1933 0.2561
F -1.617309 1.792100 -4.237415 0.0527 -0.0057 0.0562
C 4.514254 -0.964848 6.327002 0.0781 -0.0850 0.1102
C -0.969404 -3.349227 -1.862265 -0.0707 0.0552 -0.1369
F 0.214259 2.256660 -6.023540 0.0616 0.0430 0.0789
C 2.024696 2.158939 4.922810 0.0138 0.0592 0.1683
H -2.428615 -0.768976 2.126764 0.0174 -0.0088 0.0243
H 0.583324 -2.857761 4.320413 -0.0211 0.0136 0.0237
N -2.476340 0.305640 0.371892 -0.0191 0.0635 0.0482
C 1.234663 1.539633 3.994070 0.0096 0.0371 -0.0196
H 3.011878 -2.435013 -2.633403 -0.0057 0.0203 -0.0006
O -0.179738 -2.312870 0.826332 -0.1880 -0.4438 -0.1842
N -1.031824 2.353879 -1.321198 -0.0662 -0.3283 -0.2929
H 6.621367 -0.175721 4.801912 0.0574 0.0203 0.0275
C 1.465413 -2.497732 2.471687 0.1887 -0.0483 0.3208
O 2.499998 0.700613 -1.106644 0.0341 -0.1932 0.2237
C 4.652141 -1.006274 4.836579 0.0142 -0.0367 -0.2321
F 3.184699 3.897686 -2.741369 -0.0585 -0.0013 -0.0419
H 1.355149 0.001934 -3.129006 0.0100 0.0187 -0.0986
C 3.714654 -1.522237 2.651821 0.0893 0.0170 -0.1423
H -3.905617 0.173424 1.913924 0.0359 0.0866 0.0141
C -0.239490 2.541160 -2.357113 -0.0041 0.2631 0.0328
C 0.509725 2.560462 -4.734713 0.0372 0.0226 -0.0031
C -3.286756 -2.761574 -4.687015 0.0309 0.0393 -0.0282
C -2.342887 1.814521 -1.597745 -0.2812 -0.0764 0.2790
F 1.853720 0.760464 3.077230 -0.0597 0.0685 -0.0684
C 1.474333 2.986697 5.900143 0.0177 -0.0173 -0.0678
C 5.800876 -0.569375 4.217697 -0.0537 -0.0033 -0.0004
C 4.547614 0.055235 -2.184673 0.0192 0.0511 0.0427
H 2.699318 0.185227 6.388871 0.0015 -0.0008 -0.0019
C 3.839465 -1.655619 -4.460387 0.0850 -0.0030 -0.2066
H -2.987110 2.525551 -2.142179 0.0131 0.0453 0.0341
N -0.301702 -1.367273 -3.045808 -0.0040 0.0339 -0.0431
C 1.732369 3.116986 -4.432276 -0.0340 -0.0811 0.0287
N -4.137459 -2.898989 -5.448402 -0.0419 -0.0236 -0.0065
H -0.795239 -3.973568 -0.999365 -0.0093 -0.0436 0.0349
F 2.243901 3.546101 6.871745 0.0018 -0.0127 -0.0290
H 5.122658 -0.152628 6.726195 -0.0005 0.0296 0.0223
C 1.980079 3.389629 -3.086450 0.0342 0.0245 -0.0299
F -2.006200 2.933064 4.938730 0.0345 -0.0270 -0.0258
F 3.362290 1.955057 4.913341 -0.0627 0.0268 0.0260
C 4.857860 -1.446119 -2.136898 0.2073 0.0577 0.0046
H -2.950808 2.331550 0.381445 0.0410 0.0315 -0.0511
C 3.588787 -1.484235 4.043589 0.0395 0.0698 0.1312
N 2.365193 -0.020222 -3.226156 -0.1548 -0.0042 0.1364
K 0.280210 0.093348 0.534047 0.4279 0.8853 -0.1865
H 0.684405 -2.112424 -1.370743 0.1559 0.1242 -0.0948
H 4.939383 0.493680 -3.107851 -0.0162 0.0043 0.0018
C -2.888095 -0.919930 -0.282809 -0.0815 -0.1194 0.0084
C 3.061189 -0.792142 6.711775 -0.1058 -0.0206 0.0568
C -2.207407 -2.610236 -3.751614 -0.1684 -0.0885 -0.0605
N 2.403504 -1.908199 4.626003 -0.0303 -0.0666 0.0064
H 4.948504 -1.061745 0.968684 0.0096 0.0043 -0.1380
H 2.934229 -0.845886 7.794919 0.0154 0.0062 0.0049
H 3.441499 -2.399613 -5.154922 -0.0180 -0.0229 0.0320
H 0.384128 -0.690988 5.898973 -0.0124 0.0497 -0.0600
H -2.308539 -1.755451 0.106775 0.0372 -0.0342 0.0087
C 5.900681 -0.602960 2.833880 0.0847 0.0229 -0.0500
H -2.778894 1.156706 3.663505 0.0178 -0.0572 0.0213
F 7.057181 -0.153675 2.272779 -0.0717 -0.0223 -0.0009
C 1.449118 -2.446309 3.825360 -0.1982 -0.0380 -0.1284
```
Forces are in eV/Å.

Properties
2S+1: 1
Charge: -2
Energy above the lowest of the compared OMol25 structures with the same formula, charge and spin in kJ/mol: 0.00

=====

Record 3
Computed, not measured: CHPS3 as an isolated structure, with the ωB97M-V functional and the def2-TZVPD basis.

Structure (XYZ):
```
6
Properties=species:S:1:pos:R:3:forces:R:3
H 1.829738 -0.345974 -0.219596 -0.4801 0.7202 -0.2517
S -0.453476 -2.305668 -0.380798 -0.1693 0.5135 0.2286
P -1.163441 -0.818458 0.636387 0.1382 -0.9738 -0.0331
S 1.297547 0.914812 -0.445270 1.8947 -0.8983 -0.2184
C -0.221751 0.663737 0.166604 -0.8893 0.3959 0.2900
S -1.288620 1.891552 0.242674 -0.4942 0.2425 -0.0153
```
Forces are in eV/Å.

Properties
2S+1: 1
Charge: 0
Energy above the lowest of the compared OMol25 structures with the same formula, charge and spin in kJ/mol: 14.91

=====

Question: Which value of 2S+1 does entry 3 give?
Answer: 1